Record 1
A gas-phase ion, C2H7N4O (charge +1) at a distorted geometry. Source: OMol25; level of theory: the ωB97M-V functional and the def2-TZVPD basis.

Cartesian coordinates (Å):
1 C 0.497 1.322 1.268
2 C 0.476 0.100 0.456
3 N -0.556 -0.252 -0.348
4 N 1.606 -0.611 0.327
5 N -0.274 -1.262 -1.305
6 N -1.874 -0.007 -0.157
7 O 0.080 2.406 0.988
8 H 1.240 1.429 2.071
9 H 2.421 -0.509 0.919
10 H 1.519 -1.553 -0.112
11 H 0.336 -0.860 -2.015
12 H -1.231 -1.339 -1.697
13 H -2.077 0.673 0.616
14 H -2.162 0.462 -1.010

Cartesian forces, eV/Å:
2.1 2.2 1.6
-1.5 -1.9 -2.2
4.4 0.4 1.6
-0.3 -1.1 -0.2
-2.0 0.5 0.3
-1.6 1.6 0.4
-1.8 -0.2 -1.3
0.1 -1.5 0.4
-0.3 0.5 0.1
0.0 1.1 0.4
0.0 0.1 -0.1
0.9 -0.9 -0.3
0.6 -1.0 -0.7
-0.6 0.2 -0.1

Values from the calculation:
**Multiplicity**: 1
**Kohn-Sham gap**: 0.31936 hartree
**Largest force on an atom**: 0.0916 hartree/bohr
**Total charge**: +1

=====

Record 2
2 unconnected molecules or ions with the total composition C6H16N at a distorted geometry. Source: OMol25; level of theory: the ωB97M-V functional and the def2-TZVPD basis.

Cartesian coordinates (Å):
1 C 1.500 1.004 -1.717
2 C 1.264 -0.142 -0.731
3 C 0.042 0.044 0.038
4 C -0.743 -1.108 0.339
5 C -1.537 -0.970 1.662
6 C -1.715 -1.409 -0.831
7 N 2.388 -0.337 0.217
8 H 2.455 0.918 -2.241
9 H 1.369 1.982 -1.251
10 H 0.691 0.980 -2.453
11 H 1.138 -1.015 -1.377
12 H -0.506 4.018 1.485
13 H -0.240 1.059 0.322
14 H -0.040 -1.920 0.554
15 H -2.601 -0.796 1.507
16 H -1.489 -1.907 2.219
17 H -1.139 -0.184 2.295
18 H -2.436 -0.622 -1.000
19 H -2.219 -2.336 -0.586
20 H -1.193 -1.583 -1.775
21 H 2.101 -0.284 1.196
22 H -0.227 4.290 2.113
23 H 3.137 0.318 0.015

Cartesian forces, eV/Å:
-0.9 0.5 0.0
0.7 0.1 -1.4
0.4 0.0 -0.6
-0.7 0.1 2.3
-0.5 -0.1 0.0
0.7 -0.4 -1.0
-0.9 0.1 0.3
-0.1 0.0 0.2
0.5 0.0 0.2
0.2 -0.2 -0.2
0.1 -0.4 0.4
0.0 0.0 -0.1
0.0 0.0 0.3
0.1 -0.3 -1.0
0.1 0.3 -0.1
0.2 0.0 0.0
0.0 0.1 0.2
-0.1 0.2 0.3
-0.2 -0.1 0.2
0.0 0.0 0.1
0.4 -0.1 -0.2
0.0 0.0 0.1
-0.2 0.1 0.3

Values from the calculation:
**Multiplicity**: 1
**Kohn-Sham gap**: 0.28177 hartree
**Largest force on an atom**: 0.0463 hartree/bohr
**Total charge**: +1

=====

Record 3
A molecular structure, C19H23BeNO3SSe. Source: OMol25; level of theory: the ωB97M-V functional and the def2-TZVPD basis.

Cartesian coordinates (Å):
1 Be 1.190 -0.612 0.685
2 O 3.830 -0.335 3.054
3 C 2.806 -0.556 2.450
4 O 2.192 0.203 1.596
5 C 2.048 -1.860 2.657
6 C 2.280 -2.750 3.686
7 C 1.441 -3.846 3.799
8 C 0.403 -4.003 2.888
9 C 0.247 -3.071 1.879
10 N 1.068 -2.030 1.764
11 H 3.095 -2.555 4.368
12 H 1.581 -4.568 4.592
13 H -0.284 -4.834 2.961
14 H -0.557 -3.130 1.156
15 O 1.968 -1.057 -0.707
16 S 1.579 -0.425 -2.054
17 C 3.026 -0.873 -3.069
18 C 2.773 -2.285 -3.573
19 C 1.312 -2.276 -4.019
20 C 0.526 -1.685 -2.852
21 H 3.902 -0.751 -2.436
22 H 3.054 -0.149 -3.886
23 H 2.914 -2.994 -2.755
24 H 3.451 -2.555 -4.382
25 H 0.944 -3.270 -4.273
26 H 1.201 -1.642 -4.901
27 H 0.367 -2.410 -2.055
28 H -0.423 -1.226 -3.119
29 C -3.742 5.256 0.623
30 C -2.976 3.971 0.447
31 C -2.916 3.325 -0.779
32 C -2.250 2.115 -0.939
33 C -2.211 1.474 -2.300
34 C -1.630 1.530 0.172
35 Se -0.891 -0.243 -0.037
36 C -1.632 2.184 1.409
37 C -0.940 1.646 2.634
38 C -2.312 3.393 1.519
39 H -4.188 5.584 -0.315
40 H -3.096 6.055 0.992
41 H -4.545 5.125 1.352
42 H -3.401 3.774 -1.639
43 H -2.670 2.125 -3.044
44 H -2.739 0.518 -2.294
45 H -1.180 1.270 -2.596
46 H -0.235 0.860 2.384
47 H -1.666 1.238 3.341
48 H -0.394 2.445 3.136
49 H -2.322 3.899 2.480

Cartesian forces, eV/Å:
-0.3 0.1 -0.2
0.0 0.0 0.1
0.0 0.1 0.0
0.1 0.0 0.0
-0.1 0.0 0.0
0.1 0.0 0.0
0.0 0.0 -0.1
0.0 0.0 0.0
0.0 0.0 -0.1
0.2 0.1 0.1
0.0 0.0 0.0
0.0 0.0 0.0
0.0 0.0 0.0
0.0 0.0 0.0
0.1 -0.2 0.0
0.1 -0.1 0.0
-0.2 0.0 0.1
-0.1 0.0 -0.1
0.1 0.0 0.1
0.0 0.1 -0.2
0.0 0.1 0.0
0.0 0.0 0.0
0.0 0.0 0.0
0.0 0.0 0.0
0.0 0.0 0.0
0.0 0.0 0.0
-0.1 0.0 0.0
0.0 0.0 0.1
0.0 0.0 0.0
0.0 0.0 0.0
0.0 0.0 0.0
0.0 0.1 0.0
0.0 0.0 0.1
0.2 -0.2 0.1
-0.2 0.1 0.0
0.0 0.1 0.0
0.0 0.0 0.0
0.0 0.0 0.0
0.0 0.0 0.0
0.0 0.0 0.0
0.0 0.0 0.0
0.0 0.0 0.0
0.0 0.0 0.0
0.0 0.0 0.0
0.0 0.0 0.0
0.0 0.0 0.0
0.0 0.0 0.0
0.0 0.0 0.0
0.0 0.0 0.0

Values from the calculation:
**Multiplicity**: 1
**Kohn-Sham gap**: 0.26708 hartree
**Largest force on an atom**: 0.0067 hartree/bohr

=====

Record 4
6 unconnected molecules or ions with the total composition C59H130NO6P3 at a distorted geometry. Source: OMol25; level of theory: the ωB97M-V functional and the def2-TZVPD basis.

Cartesian coordinates (Å):
1 C 7.493 25.175 -24.284
2 C 7.921 25.011 -25.731
3 C 9.397 25.170 -25.904
4 C 10.174 23.864 -25.463
5 N 11.753 23.935 -25.590
6 C 12.534 22.661 -25.967
7 C 14.006 23.099 -26.259
8 C 13.831 24.500 -26.840
9 C 12.297 24.859 -26.643
10 C 12.175 24.527 -24.195
11 H 6.404 25.195 -24.325
12 H 7.834 26.069 -23.762
13 H 7.792 24.341 -23.649
14 H 7.459 25.660 -26.475
15 H 7.543 24.013 -25.953
16 H 9.744 25.949 -25.225
17 H 9.853 25.381 -26.871
18 H 9.856 23.010 -26.061
19 H 10.077 23.515 -24.435
20 H 12.428 22.128 -25.022
21 H 11.997 22.225 -26.809
22 H 14.559 22.984 -25.327
23 H 14.619 22.421 -26.854
24 H 14.510 25.224 -26.389
25 H 14.014 24.620 -27.908
26 H 12.120 25.908 -26.406
27 H 11.775 24.810 -27.599
28 H 11.726 24.023 -23.339
29 H 11.774 25.535 -24.297
30 H 13.260 24.433 -24.148
31 C 16.248 17.098 -24.315
32 C 16.600 18.542 -24.622
33 C 16.018 19.461 -23.495
34 C 16.647 19.328 -22.045
35 P 15.527 19.927 -20.627
36 C 14.864 21.595 -21.156
37 C 14.003 22.409 -20.159
38 C 13.633 23.804 -20.688
39 C 14.689 24.897 -20.251
40 C 16.363 20.001 -19.015
41 C 15.579 20.206 -17.692
42 C 16.378 20.357 -16.402
43 C 17.683 21.193 -16.527
44 C 14.125 18.685 -20.486
45 C 13.236 18.304 -21.629
46 C 12.074 17.503 -21.259
47 C 12.468 16.068 -21.168
48 H 16.637 16.421 -25.076
49 H 15.160 17.078 -24.364
50 H 16.516 16.747 -23.318
51 H 16.176 18.840 -25.581
52 H 17.657 18.796 -24.544
53 H 15.001 19.092 -23.359
54 H 15.971 20.509 -23.790
55 H 17.628 19.797 -21.965
56 H 16.841 18.268 -21.885
57 H 14.213 21.157 -21.913
58 H 15.796 22.014 -21.536
59 H 14.461 22.591 -19.187
60 H 13.079 21.836 -20.076
61 H 12.678 24.095 -20.249
62 H 13.477 23.794 -21.766
63 H 14.416 25.482 -19.372
64 H 14.688 25.515 -21.149
65 H 15.743 24.619 -20.237
66 H 17.084 20.807 -19.153
67 H 16.980 19.105 -18.955
68 H 14.748 19.502 -17.641
69 H 15.108 21.183 -17.581
70 H 16.576 19.389 -15.940
71 H 15.798 20.770 -15.576
72 H 17.575 22.229 -16.847
73 H 18.176 20.665 -17.344
74 H 18.356 21.021 -15.687
75 H 13.451 19.056 -19.714
76 H 14.514 17.750 -20.084
77 H 13.819 17.668 -22.295
78 H 12.872 19.174 -22.176
79 H 11.259 17.483 -21.983
80 H 11.535 17.898 -20.398
81 H 11.533 15.539 -20.982
82 H 13.128 15.858 -20.326
83 H 13.108 15.756 -21.993
84 C 6.058 24.243 -19.794
85 C 4.910 23.639 -20.647
86 C 5.161 22.902 -21.824
87 C 6.127 21.656 -21.557
88 P 6.257 20.299 -22.884
89 C 7.209 18.850 -22.236
90 C 6.863 17.479 -22.965
91 C 7.204 17.425 -24.530
92 C 8.640 17.497 -24.876
93 C 4.496 19.787 -23.220
94 C 3.805 19.219 -21.922
95 C 2.671 18.285 -22.351
96 C 3.060 16.989 -23.155
97 C 6.923 21.036 -24.498
98 C 5.898 21.089 -25.721
99 C 6.813 21.256 -27.051
100 C 7.457 19.933 -27.472
101 H 6.681 23.418 -19.451
102 H 5.652 24.636 -18.862
103 H 6.549 25.042 -20.349
104 H 4.163 24.418 -20.805
105 H 4.337 22.914 -20.070
106 H 5.686 23.514 -22.557
107 H 4.179 22.660 -22.230
108 H 5.844 21.055 -20.693
109 H 7.186 21.880 -21.428
110 H 6.865 18.667 -21.218
111 H 8.278 19.019 -22.367
112 H 5.814 17.262 -22.761
113 H 7.473 16.732 -22.458
114 H 6.630 18.238 -24.975
115 H 6.887 16.427 -24.834
116 H 9.384 17.090 -24.192
117 H 8.861 18.565 -24.871
118 H 8.793 17.120 -25.888
119 H 4.557 18.984 -23.955
120 H 3.860 20.586 -23.600
121 H 3.548 20.004 -21.211
122 H 4.477 18.575 -21.355
123 H 1.905 18.838 -22.894
124 H 2.001 18.033 -21.529
125 H 3.800 16.390 -22.624
126 H 3.423 17.225 -24.155
127 H 2.280 16.230 -23.224
128 H 7.843 20.503 -24.737
129 H 7.070 22.078 -24.214
130 H 5.374 22.045 -25.698
131 H 5.110 20.336 -25.735
132 H 7.424 22.118 -26.783
133 H 6.011 21.393 -27.776
134 H 6.896 19.001 -27.404
135 H 8.416 19.735 -26.993
136 H 7.612 20.055 -28.544
137 C 3.760 13.492 -18.375
138 C 3.989 14.771 -19.215
139 C 4.469 15.986 -18.408
140 C 3.720 16.414 -17.040
141 P 4.163 18.197 -16.461
142 C 3.415 18.357 -14.715
143 C 1.757 18.296 -14.736
144 C 1.171 17.758 -13.499
145 C -0.345 17.511 -13.626
146 C 5.947 18.549 -16.518
147 C 6.718 18.559 -17.831
148 C 8.058 17.857 -17.698
149 C 8.849 17.955 -18.976
150 C 3.433 19.505 -17.578
151 C 2.307 19.021 -18.437
152 C 1.429 20.231 -18.823
153 C 0.309 19.827 -19.790
154 H 3.403 12.678 -19.005
155 H 3.002 13.690 -17.617
156 H 4.721 13.213 -17.942
157 H 3.101 15.034 -19.791
158 H 4.686 14.455 -19.991
159 H 4.332 16.753 -19.171
160 H 5.536 15.879 -18.211
161 H 4.122 15.758 -16.267
162 H 2.673 16.249 -17.295
163 H 3.805 19.223 -14.178
164 H 3.745 17.540 -14.073
165 H 1.406 17.676 -15.561
166 H 1.386 19.315 -14.846
167 H 1.343 18.463 -12.686
168 H 1.669 16.808 -13.307
169 H -0.956 18.384 -13.856
170 H -0.593 17.189 -12.615
171 H -0.419 16.707 -14.358
172 H 6.309 17.902 -15.718
173 H 6.050 19.506 -16.007
174 H 6.893 19.594 -18.124
175 H 6.074 18.139 -18.604
176 H 8.025 16.857 -17.264
177 H 8.581 18.441 -16.941
178 H 8.864 18.965 -19.386
179 H 8.656 17.254 -19.788
180 H 9.907 17.967 -18.714
181 H 4.228 19.835 -18.247
182 H 3.188 20.248 -16.819
183 H 1.554 18.442 -17.901
184 H 2.700 18.467 -19.289
185 H 1.961 21.001 -19.380
186 H 0.901 20.569 -17.931
187 H -0.430 19.051 -19.593
188 H 0.751 19.523 -20.739
189 H -0.230 20.707 -20.140
190 O 9.636 20.941 -17.261
191 C 10.992 20.770 -17.084
192 O 11.626 21.454 -16.269
193 O 11.554 19.991 -17.894
194 H 9.889 20.706 -18.157
195 O 10.348 20.371 -21.042
196 C 10.364 21.072 -22.105
197 O 11.550 21.294 -22.505
198 O 9.325 21.325 -22.689
199 H 11.293 20.457 -20.894

Cartesian forces, eV/Å:
-0.8 0.5 0.1
-0.1 -0.3 -0.3
2.9 -1.6 1.1
0.8 -0.6 -0.5
0.1 1.3 0.3
-0.3 0.0 1.5
-1.0 -0.6 0.4
-0.8 0.9 0.1
0.9 1.1 -0.3
0.0 -0.4 -1.7
-0.1 0.1 0.5
0.0 0.2 -0.3
0.1 -0.2 -0.2
-0.4 0.3 0.5
0.4 -0.2 -0.6
-0.1 0.4 -0.1
-1.0 0.3 -0.3
0.1 0.1 -0.3
-0.5 0.3 0.0
0.1 -1.0 -0.4
0.1 -0.1 0.1
-0.1 0.9 0.3
-0.8 -0.1 -0.7
-0.3 0.1 0.3
0.2 -0.6 0.0
0.3 0.0 0.6
-0.2 -1.0 0.1
-0.1 -0.5 -0.4
0.6 0.1 0.5
-0.1 0.5 0.1
-0.3 0.2 -0.5
0.5 1.1 2.1
-0.8 -0.4 0.8
-0.3 0.1 -0.2
-1.4 -0.7 -0.5
0.4 -1.8 1.1
-0.2 0.0 -0.8
1.0 0.2 1.1
-0.7 -0.1 -2.0
0.6 0.2 0.2
-1.0 1.2 0.1
1.1 -0.6 1.4
-0.3 -1.9 -1.0
0.4 0.5 1.1
0.9 1.5 -2.1
-1.6 -0.8 0.4
0.1 -0.7 1.6
0.0 -0.1 0.2
-0.2 -0.4 0.0
0.3 0.1 -0.1
0.2 0.1 0.0
0.3 -0.5 -0.8
-0.3 0.5 -0.1
0.1 0.0 0.0
0.0 0.3 0.0
-0.2 -0.1 0.4
-0.1 0.8 -0.8
-0.3 0.7 -0.3
0.0 -0.6 0.0
0.1 -0.1 0.5
0.0 -0.1 0.0
0.2 0.0 0.0
0.0 -0.2 -0.1
0.0 1.0 0.4
-0.1 -0.7 0.5
0.1 0.2 0.0
0.0 -0.3 0.0
0.2 -0.1 0.3
-0.5 0.1 -1.4
0.7 -0.3 -0.4
-0.7 0.4 -0.5
-0.2 0.0 0.4
0.6 0.3 -0.2
-0.3 0.6 0.2
0.2 0.5 0.5
0.5 0.1 0.3
0.1 0.3 -0.5
0.3 0.3 -0.2
0.3 0.7 -0.7
0.4 -0.2 0.5
0.4 -0.8 -0.4
-0.1 0.1 0.5
-0.8 -0.2 -0.5
-1.0 -1.0 -0.2
-1.1 1.8 4.0
2.5 -2.1 -3.2
-0.4 -1.0 -1.3
-0.8 1.5 -0.4
-1.0 -1.1 -1.4
0.7 1.2 -0.9
-1.4 -1.2 2.7
1.0 1.7 -0.3
0.6 -0.6 1.6
0.6 -0.9 -1.0
-1.4 -0.5 -0.3
0.1 0.5 0.9
-2.0 -0.5 0.4
2.1 0.9 0.0
-3.2 -2.3 2.1
1.1 0.6 -0.6
0.7 0.3 -0.3
-0.1 0.3 -0.2
0.4 -0.2 0.2
0.0 0.2 -0.4
0.0 0.1 1.0
0.0 0.0 -0.4
0.2 -0.6 -0.4
-0.3 0.2 0.3
0.0 0.6 0.1
0.5 0.5 0.3
-0.1 0.5 0.6
0.0 -0.2 -0.3
0.0 -0.1 0.0
-0.1 -0.3 -0.6
-0.8 0.2 -0.3
-0.4 -0.5 0.1
0.6 0.2 -0.3
0.2 0.0 0.1
-0.1 0.1 -0.1
0.4 0.2 -0.2
-0.5 0.2 -0.3
0.5 0.0 0.0
0.3 0.3 -0.8
0.6 -0.5 0.6
0.5 0.4 0.1
0.0 -0.2 0.0
-0.6 0.6 -0.2
0.0 0.3 0.1
0.7 -0.1 0.0
-0.2 0.0 0.5
0.5 -0.4 -0.3
0.3 -0.2 -0.9
0.5 1.0 -0.4
-0.6 0.4 0.4
0.1 0.1 0.0
0.5 -0.3 -0.1
-0.1 0.8 -0.5
-0.7 -1.3 0.8
0.1 0.6 -0.1
1.7 0.3 -1.9
-1.1 -0.6 -0.3
-1.4 -0.4 -0.9
2.3 1.1 -1.1
-0.4 0.1 0.7
1.2 -0.3 0.7
-0.7 0.0 1.7
-0.7 -0.5 0.0
0.0 0.7 0.1
1.4 0.6 0.0
0.9 -1.5 1.1
-1.6 1.2 0.2
-1.1 -1.2 -1.0
0.1 0.3 -1.7
0.1 0.0 0.1
0.1 -0.3 0.2
-0.2 -0.2 0.3
-0.4 0.0 0.2
0.5 0.6 0.1
0.3 0.7 0.3
0.0 0.1 0.1
-0.5 0.0 0.2
-0.2 0.4 0.9
-0.2 0.4 -0.4
0.2 -0.4 -0.4
0.2 0.1 -0.3
0.1 0.1 -0.5
0.2 -0.2 0.2
-0.1 -0.1 0.5
0.2 0.0 -0.3
-0.7 -0.4 -0.3
-0.8 0.0 0.1
0.7 -0.5 -0.3
-0.2 0.4 -0.1
0.1 0.0 0.1
0.2 -0.2 -0.3
-0.4 -0.2 -0.3
0.3 0.1 0.0
-0.8 0.2 -0.2
-0.2 -0.2 0.2
0.3 -0.8 0.0
0.2 0.3 0.4
-0.3 0.5 -0.4
0.5 -0.7 0.1
-0.2 0.0 -0.1
0.3 0.3 0.6
0.6 0.6 0.2
0.2 0.0 0.8
0.3 -0.3 -0.1
-0.3 0.2 0.5
0.0 0.0 -0.2
4.1 1.5 2.5
-1.2 -0.1 0.4
-0.6 -1.2 -1.5
-2.1 -0.5 -1.8
-0.8 -1.9 3.8
1.8 0.9 -3.7
0.6 1.2 -0.7
-2.5 0.9 -1.1
0.6 -0.8 1.4

Values from the calculation:
**Multiplicity**: 1
**Kohn-Sham gap**: 0.24593 hartree
**Largest force on an atom**: 0.0977 hartree/bohr
**Total charge**: +2

=====

> What is the formula in the fourth record?

C59H130NO6P3

=====

> Which formula does entry 3 have?

C19H23BeNO3SSe